*one*
23
Properties=species:S:1:pos:R:3 method="wB97M-V/def2-TZVPD" lumo_ha=0.02897 homo_energy_ev=-9.799 gap_ev=10.59
C 1.713 0.739 1.856
C 0.599 0.246 2.679
O 0.651 -0.780 3.338
N -0.617 0.905 2.567
H 2.689 0.368 2.160
H 1.763 1.805 1.657
H -1.399 0.609 3.116
H -0.592 1.639 1.873
H 1.627 0.335 0.841
C -0.248 -0.627 -1.153
C 0.317 -1.331 -2.376
C 0.039 0.864 -1.134
C -1.816 -0.753 -1.059
H 0.058 -1.174 -0.258
H 1.416 -1.305 -2.298
H -0.029 -0.851 -3.285
H -0.358 1.460 -1.962
H -0.351 1.450 -0.306
H 1.112 1.050 -0.996
H -2.114 -1.171 -0.093
H -2.299 0.236 -1.062
H -2.354 -1.309 -1.828
H 0.194 -2.406 -2.278

---

*two*
23
Properties=species:S:1:pos:R:3 method="wB97M-V/def2-TZVPD" lumo_ha=0.03400 homo_energy_ev=-8.938 gap_ev=9.86
C -0.728 1.321 0.739
C -1.936 0.396 0.579
C -1.832 -0.418 -0.686
C -1.826 -1.752 -0.694
C 0.560 0.621 1.220
N 1.200 0.009 0.041
C 2.563 -0.457 0.331
H -0.614 2.050 -0.058
H -0.932 1.973 1.609
H -2.926 0.896 0.539
H -2.002 -0.297 1.449
H -1.882 0.196 -1.611
H -1.900 -2.342 -1.607
H -1.757 -2.242 0.235
H 0.311 -0.136 2.000
H 1.295 1.281 1.754
H 0.673 -0.807 -0.255
H 2.626 -1.294 1.035
H 3.099 -0.689 -0.613
H 3.182 0.341 0.744
H 0.959 -0.355 -2.361
H 1.129 1.148 -1.875
O 0.738 0.558 -2.515

---

Last place for stability: *two*

---

*one*
15
Properties=species:S:1:pos:R:3 method="wB97M-V/def2-TZVPD" lumo_ha="-0.01349 / -0.01907" homo_energy_ev="-9.022 / -7.985" gap_ev="8.65 / 7.47"
C -1.888 0.700 -0.180
C -1.576 -0.448 0.250
C 1.765 1.525 0.043
C 0.852 -1.818 1.285
Si -0.963 -2.102 0.809
Cl 0.537 2.656 -0.426
Cl 1.500 -3.410 1.666
Cl 1.038 -0.929 2.872
H -1.256 1.587 0.059
H -2.681 0.871 -1.010
H 2.292 1.026 -0.831
H 1.602 1.014 0.862
H 1.672 -1.429 0.636
H -0.667 -2.876 -0.376
H -1.816 -2.617 1.717

---

*two*
15
Properties=species:S:1:pos:R:3 method="wB97M-V/def2-TZVPD" lumo_ha="-0.00999 / -0.00994" homo_energy_ev="-7.665 / -7.664" gap_ev="7.39 / 7.39"
C 0.038 2.274 -1.054
C -0.508 1.106 -0.742
C -1.104 -0.366 1.521
C -0.143 0.320 0.487
Si 1.209 -1.923 -0.643
Cl 3.107 -1.928 0.010
Cl 0.310 -3.570 0.136
Cl 0.996 -1.462 -2.598
H -0.257 2.970 -1.877
H 0.969 2.401 -0.476
H -1.418 0.743 -1.209
H -0.552 -1.075 2.135
H -1.471 0.548 2.199
H -1.868 -0.891 1.070
H 0.693 0.855 1.041

---

Last place for stability: *one*

---

*one*
91
Properties=species:S:1:pos:R:3 method="wB97M-V/def2-TZVPD" lumo_ha=0.11860 charge=-2 homo_energy_ev=-2.015 gap_ev=5.24
La 0.777 -1.933 0.081
O 3.644 1.252 0.926
C 3.012 2.437 0.921
C 3.753 3.609 0.734
C 3.167 4.834 0.920
C 1.837 4.940 1.171
C 1.046 3.821 1.162
C 1.615 2.510 1.087
C 0.805 1.300 0.918
O 1.420 0.124 1.156
N -0.407 1.404 1.775
N -1.142 0.214 1.509
C -1.822 -0.279 2.436
C -2.692 -1.450 2.255
Br -3.568 -1.649 0.616
C -2.844 -2.249 3.267
C -3.464 -3.593 3.475
C -4.441 -3.826 4.446
C -4.904 -5.099 4.580
C -4.406 -6.138 3.798
C -3.410 -5.910 2.897
C -2.944 -4.606 2.689
H 2.915 0.516 1.029
H 4.832 3.509 0.454
H 3.803 5.751 0.846
H 1.334 5.885 1.362
H -0.010 3.927 1.282
H 0.443 1.381 -0.114
H -0.072 1.357 2.744
H -1.828 0.170 3.414
H -2.325 -1.939 4.107
H -4.882 -3.012 5.045
H -5.719 -5.313 5.200
H -4.667 -7.203 3.938
H -3.063 -6.701 2.254
H -2.108 -4.409 1.977
Se -0.350 -4.799 0.501
Sb 0.302 -4.516 -1.802
Se -0.771 -2.202 -2.398
Se 2.685 -3.724 -1.611
Se -0.391 -6.171 -3.406
Se 1.395 -0.690 -4.737
N 1.877 0.209 -3.274
C 2.141 1.458 -3.572
C 2.601 2.451 -2.625
C 2.944 3.667 -3.093
C 2.792 4.032 -4.484
C 2.345 3.099 -5.380
C 1.924 1.786 -4.958
N 1.525 0.813 -5.753
H 2.726 2.130 -1.585
H 3.273 4.416 -2.401
H 3.045 5.029 -4.786
H 2.261 3.358 -6.431
C 0.909 -2.175 3.021
C 2.285 -2.639 3.030
C 3.309 -1.734 3.191
C 4.638 -2.098 3.056
C 5.002 -3.396 2.728
C 3.949 -4.330 2.673
C 2.646 -3.968 2.791
C 6.357 -3.742 2.556
N 7.405 -4.168 2.353
H 0.819 -1.168 3.484
H 0.153 -2.914 3.285
H 3.081 -0.674 3.394
H 5.340 -1.291 3.222
H 4.203 -5.338 2.446
H 1.884 -4.672 2.570
C -2.239 3.139 -1.235
N -2.013 1.732 -1.478
C -1.134 1.548 -2.596
N -1.737 2.132 -3.815
C -2.032 3.525 -3.615
N -2.884 3.733 -2.433
C -4.133 3.016 -2.695
N -3.932 1.578 -2.884
C -3.256 1.051 -1.700
C -3.013 1.427 -4.040
H -1.306 3.681 -1.097
H -2.944 3.230 -0.401
H -0.873 0.514 -2.738
H -0.181 2.076 -2.455
H -2.492 3.952 -4.497
H -1.093 4.056 -3.500
H -4.618 3.371 -3.586
H -4.816 3.163 -1.859
H -3.086 -0.056 -1.880
H -3.876 1.187 -0.751
H -3.445 1.886 -4.965
H -2.890 0.388 -4.142

---

*two*
91
Properties=species:S:1:pos:R:3 method="wB97M-V/def2-TZVPD" lumo_ha=0.08581 charge=-2 homo_energy_ev=-1.866 gap_ev=4.20
La -1.782 0.176 0.090
O 0.668 1.695 3.232
C 1.884 1.116 3.429
C 2.707 1.420 4.559
C 3.903 0.787 4.792
C 4.380 -0.184 3.882
C 3.583 -0.466 2.845
C 2.310 0.068 2.605
C 1.559 -0.551 1.394
O 0.263 -0.130 1.163
N 2.553 -0.264 0.324
N 2.359 -0.856 -0.863
C 2.792 -0.305 -1.945
C 2.497 -0.814 -3.249
Br 1.783 -2.617 -3.498
C 2.550 -0.118 -4.415
C 2.151 -0.595 -5.745
C 3.032 -0.993 -6.747
C 2.544 -1.579 -7.939
C 1.168 -1.789 -8.156
C 0.290 -1.320 -7.205
C 0.774 -0.687 -6.033
H 0.253 1.157 2.554
H 2.422 2.241 5.207
H 4.486 1.111 5.656
H 5.374 -0.580 4.005
H 3.889 -1.199 2.101
H 1.587 -1.637 1.508
H 2.770 0.770 0.280
H 3.319 0.652 -2.061
H 3.076 0.851 -4.319
H 4.140 -0.921 -6.638
H 3.292 -1.942 -8.598
H 0.865 -2.336 -9.035
H -0.777 -1.461 -7.339
H 0.052 -0.376 -5.259
Se -2.062 1.019 -4.281
Sb -3.572 -0.107 -2.716
Se -2.494 -2.060 -1.814
Se -4.425 0.891 -0.501
Se -5.856 -0.414 -3.633
Se 2.798 -6.007 0.206
N 2.219 -4.959 1.540
C 1.244 -5.642 2.142
C 0.233 -5.090 3.038
C -0.657 -5.947 3.589
C -0.697 -7.343 3.291
C 0.080 -7.867 2.329
C 1.078 -7.000 1.740
N 1.788 -7.409 0.700
H 0.162 -3.997 3.149
H -1.366 -5.567 4.276
H -1.322 -7.983 3.872
H 0.064 -8.897 1.990
C -3.119 -1.323 2.186
C -3.506 -0.132 2.785
C -4.876 0.227 2.833
C -5.350 1.222 3.646
C -4.409 2.014 4.392
C -3.058 1.835 4.156
C -2.609 0.839 3.318
C -4.923 2.914 5.373
N -5.428 3.601 6.143
H -3.850 -1.859 1.598
H -2.165 -1.766 2.483
H -5.582 -0.402 2.294
H -6.412 1.334 3.731
H -2.332 2.415 4.774
H -1.502 0.681 3.340
C -0.562 3.243 0.507
N -1.155 2.691 -0.684
C -0.065 2.283 -1.580
N 0.783 3.420 -1.956
C 1.335 4.006 -0.713
N 0.312 4.424 0.211
C -0.603 5.403 -0.401
N -1.134 4.875 -1.647
C -1.986 3.699 -1.374
C -0.069 4.432 -2.534
H 0.164 2.522 0.949
H -1.305 3.516 1.264
H -0.469 1.877 -2.521
H 0.554 1.483 -1.163
H 1.934 4.887 -1.007
H 1.953 3.299 -0.197
H -0.008 6.291 -0.638
H -1.389 5.670 0.244
H -2.319 3.257 -2.314
H -2.804 3.874 -0.705
H 0.534 5.290 -2.837
H -0.508 4.015 -3.459

---

Last place for stability: *two*

---

*one*
12
Properties=species:S:1:pos:R:3 method="wB97M-V/def2-TZVPD" lumo_ha="-0.05638 / -0.07045" homo_energy_ev="-9.244 / -9.395" gap_ev="7.71 / 7.48"
C 0.111 -1.063 0.310
C -0.827 0.031 -0.019
N -2.169 -0.302 -0.072
O -2.918 0.615 0.108
O -2.412 -1.480 -0.180
P -0.744 1.812 -0.101
H 0.994 -0.747 0.993
H -0.490 -1.890 0.654
H 0.694 -1.491 -0.573
H -0.769 0.284 -2.027
H -0.310 2.254 1.204
H 0.439 1.687 -0.617

---

*two*
12
Properties=species:S:1:pos:R:3 method="wB97M-V/def2-TZVPD" lumo_ha=0.01489 homo_energy_ev=-8.678 gap_ev=9.08
C 0.691 -0.644 -0.292
C -0.642 -0.174 0.278
N -1.062 1.212 -0.042
O -3.241 -0.503 0.608
O 1.147 -1.898 0.127
P -2.285 -0.447 -0.492
H 0.878 -0.481 -1.421
H 1.470 0.101 0.007
H -0.760 -0.454 1.301
H 0.492 -2.649 -0.125
H -0.567 1.388 -0.895
H -1.137 1.901 0.750

---

*three*
12
Properties=species:S:1:pos:R:3 method="wB97M-V/def2-TZVPD" lumo_ha="0.00440 / 0.00436" homo_energy_ev="-7.657 / -7.661" gap_ev="7.78 / 7.78"
C -0.319 0.232 1.528
C 1.213 0.395 -1.074
N -0.956 -1.737 -1.166
O -1.667 -2.287 -0.429
O -1.504 1.223 -0.811
P -0.396 0.358 -0.270
H 0.344 -0.446 2.044
H -0.108 1.262 1.873
H -1.350 0.026 1.819
H 1.786 1.350 -1.177
H 1.785 -0.271 -0.309
H 1.172 -0.105 -2.028

---

*four*
12
Properties=species:S:1:pos:R:3 method="wB97M-V/def2-TZVPD" lumo_ha="-0.03504 / -0.03500" homo_energy_ev="-9.250 / -9.243" gap_ev="8.30 / 8.29"
C -1.495 0.275 -0.760
C 0.963 0.695 1.079
N 0.326 -1.840 0.345
O 1.230 -2.601 0.099
O 1.073 -0.314 -1.888
P 0.318 -0.367 -0.644
H -2.047 -0.244 -1.513
H -1.741 0.274 0.367
H -1.572 1.343 -1.196
H 1.750 0.301 1.567
H 1.134 1.737 0.745
H 0.061 0.741 1.799

---

Last place for stability: *one*

---

*one*
24
Properties=species:S:1:pos:R:3 method="wB97M-V/def2-TZVPD" lumo_ha=-0.13073 charge=+1 homo_energy_ev=-10.930 gap_ev=7.37
C 0.750 -1.503 1.430
C -0.240 0.256 0.237
C 2.203 -3.456 2.310
C 1.568 -2.278 1.940
C 0.032 1.375 -1.805
C -1.399 1.533 -1.274
C 1.987 -0.019 -0.945
C -2.648 0.858 0.779
N -0.132 -0.603 1.131
N 0.603 0.470 -0.811
N -1.327 1.227 0.142
S 1.465 -4.816 1.628
H 3.209 -3.488 2.728
H -0.207 0.860 -2.652
H 0.641 2.200 -1.888
H -1.763 2.530 -1.555
H -1.962 0.673 -1.607
H 2.612 0.833 -0.665
H 2.211 -0.988 -0.494
H 2.253 -0.121 -1.940
H -2.468 0.341 1.700
H -3.178 1.828 0.878
H -3.181 0.195 0.043
H -1.030 2.093 0.689

---

*two*
24
Properties=species:S:1:pos:R:3 method="wB97M-V/def2-TZVPD" lumo_ha=-0.13875 charge=+1 homo_energy_ev=-13.491 gap_ev=9.72
C 2.037 1.447 -0.274
C 3.384 1.541 -0.329
C 2.594 -0.806 -0.125
C -2.171 0.736 0.112
C -3.416 -0.981 0.440
C -2.008 -1.422 0.134
C 2.281 -2.280 0.042
C -1.725 2.196 -0.158
N -3.339 0.451 0.447
N 1.626 0.100 -0.198
N -1.324 -0.348 -0.080
S 4.094 -0.050 -0.110
H 1.297 2.204 -0.123
H 3.809 2.367 -0.785
H -4.245 -1.099 -0.167
H -3.743 -1.402 1.420
H -1.711 -2.367 0.043
H 0.548 -0.013 -0.109
H 1.196 -2.305 0.190
H 2.565 -2.866 -0.869
H 2.992 -2.650 0.890
H -1.309 2.556 0.776
H -2.577 2.787 -0.354
H -0.856 2.203 -0.812

---

Last place for stability: *one*

---

*one*
11
Properties=species:S:1:pos:R:3 method="wB97M-V/def2-TZVPD" lumo_ha=-0.02212 homo_energy_ev=-9.005 gap_ev=8.40
C -1.461 0.084 0.063
C -0.155 0.082 -0.370
C 1.900 -0.710 -0.192
C 0.827 1.170 -0.230
H -3.032 -1.016 0.590
H -1.929 1.085 0.586
H 0.529 2.156 0.037
N 2.092 0.721 -0.063
O -2.104 -1.099 -0.161
O 0.517 -1.062 -0.397
O 2.816 -1.411 0.136

---

*two*
11
Properties=species:S:1:pos:R:3 method="wB97M-V/def2-TZVPD" lumo_ha=0.02019 homo_energy_ev=-9.552 gap_ev=10.10
C -0.409 1.158 0.255
C 0.147 -0.865 0.659
C 0.454 -1.191 -1.248
C -0.056 -0.011 -0.355
H -0.787 2.863 0.791
H -0.199 -1.875 -1.728
H 1.384 -1.005 -1.772
N 0.038 -0.459 1.892
O -0.897 2.396 -0.054
O -0.371 0.906 1.578
O 0.697 -1.916 -0.020

---

*three*
11
Properties=species:S:1:pos:R:3 method="wB97M-V/def2-TZVPD" lumo_ha=-0.05167 homo_energy_ev=-11.318 gap_ev=9.91
C -1.636 -0.078 0.117
C 0.253 -1.215 -0.500
C 1.229 -0.154 -0.055
C 0.759 1.210 -0.253
H -2.382 0.691 -0.382
H 0.221 -1.827 0.380
H 0.733 -1.816 -1.199
N -0.158 2.171 -0.334
O -1.403 -0.198 1.264
O -1.006 -0.809 -0.866
O 2.272 -0.345 0.562

---

Last place for stability: *two*

---

*one*
13
Properties=species:S:1:pos:R:3 method="wB97M-V/def2-TZVPD" lumo_ha=-0.13895 charge=+1 homo_energy_ev=-13.775 gap_ev=9.99
C 0.503 -0.382 -0.561
C -1.013 -0.099 -0.135
N 0.779 0.980 0.387
N 1.072 -1.538 -0.211
N -0.660 1.276 0.396
I -2.640 -0.081 -1.540
H 0.765 -0.159 -1.606
H -1.237 -0.887 0.637
H 1.185 0.690 1.298
H 1.144 -1.758 0.760
H 1.937 -1.694 -0.546
H -0.764 2.196 -0.159
H -1.071 1.457 1.279

---

*two*
13
Properties=species:S:1:pos:R:3 method="wB97M-V/def2-TZVPD" lumo_ha=-0.15705 charge=+1 homo_energy_ev=-12.370 gap_ev=8.10
C -1.347 -0.881 0.508
C -0.541 0.043 -1.646
N -0.922 -0.157 -0.323
N -1.595 -1.503 1.601
N 2.173 0.946 0.531
I 1.832 2.504 -0.822
H -0.499 -0.970 -2.176
H 0.430 0.460 -1.612
H -1.245 0.691 -2.017
H -0.972 -1.536 2.425
H -2.570 -1.469 1.879
H 2.223 1.316 1.465
H 3.031 0.555 0.187

---

Last place for stability: *one*

---

*one*
7
Properties=species:S:1:pos:R:3 method="wB97M-V/def2-TZVPD" lumo_ha=-0.03564 homo_energy_ev=-9.133 gap_ev=8.16
C 2.445 -0.141 0.084
N 2.029 -1.400 0.040
N 0.720 -1.407 0.016
N 0.295 -0.216 -0.078
O 1.362 0.702 0.103
S 3.973 0.303 -0.027
H -0.565 -0.144 0.453

---

*two*
7
Properties=species:S:1:pos:R:3 method="wB97M-V/def2-TZVPD" lumo_ha=-0.04295 homo_energy_ev=-10.411 gap_ev=9.24
C 0.043 -0.221 0.127
H -1.112 -1.756 1.976
N 0.964 0.373 0.859
N 1.172 1.530 0.114
N 0.436 1.665 -0.844
O -0.222 0.554 -0.894
S -0.961 -1.645 0.220

---

Last place for stability: *two*

---

*one*
17
Properties=species:S:1:pos:R:3 method="wB97M-V/def2-TZVPD" lumo_ha=0.01609 homo_energy_ev=-8.668 gap_ev=9.11
C -1.288 0.197 0.838
O -0.178 0.386 1.745
C -1.067 1.151 -0.368
N -0.858 0.486 -1.646
H -1.413 -0.853 0.613
H -2.232 0.314 1.357
H -0.442 0.633 2.634
H -1.950 1.770 -0.561
H -0.248 1.842 -0.151
H -0.032 -0.077 -1.759
H -1.610 0.028 -2.175
H 1.494 -0.225 1.176
H 1.972 -1.498 1.587
O 1.962 -0.996 0.757
H 2.560 -0.531 -1.495
H 1.473 -1.467 -0.862
O 1.859 -1.159 -1.689

---

*two*
17
Properties=species:S:1:pos:R:3 method="wB97M-V/def2-TZVPD" lumo_ha=0.01282 homo_energy_ev=-8.781 gap_ev=9.13
C 1.828 3.157 -0.094
C 1.428 2.273 -1.004
N 0.323 1.436 -0.914
H 1.605 3.084 0.964
H 2.526 3.953 -0.314
H 1.792 2.448 -2.011
H 0.115 1.117 0.021
H 0.305 0.635 -1.536
H 0.586 -0.351 1.768
H 1.802 0.059 0.972
O 1.434 -0.699 1.453
H 0.242 -3.013 -0.779
H 0.531 -1.977 0.312
O -0.194 -2.393 -0.184
H -3.716 -1.581 0.162
H -3.819 -2.755 1.116
O -4.239 -2.368 0.341

---

Last place for stability: *one*

---

*one*
17
Properties=species:S:1:pos:R:3 method="wB97M-V/def2-TZVPD" lumo_ha=0.02795 homo_energy_ev=-8.658 gap_ev=9.42
C 1.174 0.862 0.780
C 1.735 0.615 -0.414
N 1.105 0.131 -1.545
H 0.145 0.734 1.086
H 1.788 1.376 1.508
H 2.802 0.612 -0.580
H 0.104 0.152 -1.537
H 1.541 0.410 -2.399
H 0.689 -2.757 1.367
H 0.406 -1.370 1.134
O 0.095 -2.240 0.853
H -3.059 -1.276 0.074
H -1.667 -1.441 0.717
O -2.423 -0.819 0.648
H -2.018 1.262 -0.100
H -0.755 1.988 -0.755
O -1.661 1.761 -0.837

---

*two*
17
Properties=species:S:1:pos:R:3 method="wB97M-V/def2-TZVPD" lumo_ha=-0.21225 homo_energy_ev=-7.987 gap_ev=2.21
C -1.531 -0.332 -0.176
O 3.087 1.505 0.742
C -2.710 -0.761 0.352
N -4.115 0.768 0.269
H -1.437 -0.106 -1.234
H -0.669 -0.201 0.475
H 3.091 1.127 1.622
H -2.977 -0.591 1.388
H -3.552 -1.163 -0.222
H -3.467 1.559 0.239
H -5.045 1.202 0.222
H 2.890 -1.003 -0.921
H 2.062 -1.628 0.242
O 2.165 -1.648 -0.714
H 4.446 0.465 -1.553
H 3.577 0.858 0.056
O 4.185 -0.051 -0.785

---

Last place for stability: *two*